DFT (ωB97M-V/def2-TZVPD) results for the molecule C7H14.

Results
orbital gap: 10.535 eV
energy above the lowest of the compared OMol25 structures with the same formula, charge and spin: 16.39 kcal/mol
E_tot: -7485.584 eV
SMILES: C[C@@H]1[C@H](C)C1(C)C
molar mass: 98.19 g mol⁻¹
total charge: 0
E_HOMO: -9.469 eV

Last columns: bonded neighbours and bond lengths (Å).
Atoms and positions in Å:
1 C -1.694 -1.146 -0.346  C2 1.513, H8 1.096, H9 1.096, H10 1.094
2 C -0.559 -0.305 -0.889  C1 1.513, C3 1.512, C5 1.510, H11 1.091
3 C -0.216 1.053 -0.320  C2 1.512, C4 1.513, C5 1.515, H12 1.091
4 C -1.042 1.693 0.774  C3 1.513, H13 1.097, H14 1.096, H15 1.094
5 C 0.733 -0.112 -0.132  C2 1.510, C3 1.515, C6 1.517, C7 1.517
6 C 0.925 -0.772 1.221  C5 1.517, H16 1.097, H17 1.098, H18 1.093
7 C 1.998 -0.109 -0.969  C5 1.517, H19 1.096, H20 1.097, H21 1.098
8 H -1.527 -2.207 -0.566  C1 1.096
9 H -2.649 -0.855 -0.800  C1 1.096
10 H -1.804 -1.052 0.738  C1 1.094
11 H -0.441 -0.396 -1.969  C2 1.091
12 H 0.124 1.780 -1.059  C3 1.091
13 H -1.955 2.126 0.348  C4 1.097
14 H -0.491 2.502 1.268  C4 1.096
15 H -1.353 0.985 1.548  C4 1.094
16 H 1.827 -0.385 1.709  C6 1.097
17 H 1.052 -1.856 1.105  C6 1.098
18 H 0.088 -0.609 1.906  C6 1.093
19 H 1.848 0.426 -1.914  C7 1.096
20 H 2.830 0.373 -0.440  C7 1.097
21 H 2.305 -1.134 -1.214  C7 1.098